The following is a quantum chemistry calculation of a structure of composition C44H30Cl2F9N4O3P2RuSe2, from OMol25.

Geometry as XYZ:
```
97
Properties=species:S:1:pos:R:3:forces:R:3
Ru -0.679 1.829 -0.359 -0.5 -0.6 0.5
Se -1.615 -4.511 1.576 -0.3 0.0 0.1
P 0.056 -3.989 0.441 0.1 0.0 -0.2
C 0.046 -4.719 -1.219 0.0 0.0 -0.1
C 0.898 -5.691 -1.731 0.0 -0.1 0.1
C 0.731 -6.157 -3.029 0.0 0.0 0.0
C -0.283 -5.657 -3.827 0.0 0.0 0.0
C -1.149 -4.697 -3.320 0.0 0.0 0.0
C -0.988 -4.237 -2.027 0.0 0.0 0.0
C 1.602 -4.142 1.382 0.1 0.1 0.0
C 1.611 -3.369 2.547 -0.1 0.0 0.0
C 2.729 -3.329 3.359 0.0 0.0 0.0
C 3.858 -4.067 3.026 0.0 0.0 0.0
C 3.850 -4.853 1.886 0.0 0.0 0.0
C 2.729 -4.888 1.065 0.0 -0.1 -0.1
C 0.105 -2.225 0.027 0.3 -0.1 0.3
C -0.683 -1.144 0.346 -0.3 0.0 -0.1
N -0.041 -0.060 -0.160 0.4 0.0 0.2
N 1.106 -0.464 -0.718 -0.1 0.3 -0.1
N 1.206 -1.746 -0.613 -0.1 -0.1 0.0
P -2.174 -0.863 1.285 0.1 0.1 0.1
Se -2.637 1.280 0.948 0.1 0.0 0.3
C -1.708 -1.068 3.010 0.0 0.0 0.2
C -2.298 -1.928 3.930 0.0 0.0 0.0
C -1.810 -1.994 5.226 0.0 0.0 0.0
C -0.731 -1.213 5.610 0.0 0.0 0.0
C -0.140 -0.351 4.696 0.0 0.0 0.0
C -0.628 -0.273 3.403 0.0 0.1 0.0
C -3.547 -1.772 0.593 -0.1 -0.1 -0.2
C -4.530 -2.456 1.300 0.0 0.1 0.0
C -5.549 -3.091 0.611 0.0 0.0 -0.1
C -5.594 -3.040 -0.775 0.0 0.0 0.1
C -4.630 -2.335 -1.479 0.1 0.0 0.0
C -3.607 -1.694 -0.801 -0.1 -0.1 0.0
H 1.686 -6.122 -1.136 0.0 0.0 0.0
H 1.400 -6.916 -3.411 0.0 0.0 0.0
H -0.404 -6.018 -4.840 0.0 0.0 0.0
H -1.952 -4.309 -3.932 0.0 0.0 0.0
H -1.680 -3.501 -1.635 0.0 0.0 0.0
H 0.722 -2.817 2.833 0.0 0.0 0.0
H 2.715 -2.729 4.259 0.0 0.0 0.0
H 4.736 -4.035 3.657 0.0 0.0 0.0
H 4.716 -5.446 1.627 0.0 0.0 0.0
H 2.766 -5.512 0.189 0.0 0.1 0.0
H -3.110 -2.577 3.651 0.0 0.0 0.0
H -2.268 -2.674 5.931 0.0 0.0 0.0
H -0.352 -1.274 6.621 0.0 0.0 0.0
H 0.699 0.265 4.989 0.0 0.0 0.0
H -0.171 0.420 2.703 0.0 0.0 0.0
H -4.523 -2.506 2.376 0.0 0.0 0.0
H -6.305 -3.635 1.160 0.0 0.0 0.0
H -6.391 -3.543 -1.306 0.0 0.0 0.0
H -4.674 -2.274 -2.558 0.0 0.0 0.0
H -2.863 -1.133 -1.357 0.0 0.0 0.0
F -1.672 0.890 -5.553 0.0 0.0 0.0
C -1.140 0.793 -4.332 0.0 0.0 0.1
F -1.111 -0.493 -3.989 0.0 0.0 0.0
F 0.131 1.222 -4.397 0.0 0.0 0.0
C -1.921 1.621 -3.261 -0.1 -0.2 -0.4
O -1.576 1.152 -2.038 0.1 0.5 -0.5
C -1.595 3.130 -3.460 0.0 0.1 0.2
F -1.568 3.495 -4.737 0.0 0.0 0.0
F -2.479 3.898 -2.816 0.0 0.0 0.0
F -0.383 3.417 -2.935 0.0 0.0 0.0
C -3.454 1.424 -3.468 0.0 -0.1 0.1
F -4.120 1.801 -2.378 0.0 0.0 0.0
F -3.925 2.116 -4.508 0.0 0.0 0.0
F -3.726 0.127 -3.679 0.0 0.0 0.0
Cl 1.698 2.609 -1.230 0.3 0.3 0.0
C 3.094 2.475 -0.183 -0.2 -0.2 -0.2
C 3.934 1.393 -0.352 0.1 0.1 0.1
C 5.080 1.323 0.432 0.0 0.0 0.0
C 5.377 2.310 1.356 0.0 0.0 0.0
C 4.511 3.383 1.520 0.1 0.0 0.1
Cl 4.858 4.618 2.675 0.0 0.0 0.0
C 3.361 3.472 0.754 -0.1 0.1 -0.2
N 2.389 4.491 0.983 0.1 -0.1 0.0
C 2.118 5.495 0.158 -0.1 0.2 -0.1
C 3.072 5.900 -0.831 -0.2 -0.1 0.2
C 2.781 6.942 -1.657 -0.1 0.0 0.0
C 1.541 7.598 -1.543 0.0 0.0 0.0
C 0.584 7.193 -0.608 0.0 0.0 0.0
C 0.827 6.159 0.258 0.3 -0.2 0.0
C -0.224 5.651 1.215 0.1 0.1 0.0
C -0.466 4.172 0.934 0.0 0.1 -0.2
O -1.151 3.871 -0.087 0.1 -0.1 0.0
O 0.134 3.321 1.622 0.0 -0.1 0.1
H 3.680 0.627 -1.070 0.0 0.0 0.0
H 5.750 0.482 0.317 0.0 0.0 0.0
H 6.269 2.255 1.963 0.0 0.0 0.0
H 1.646 4.183 1.631 0.0 0.0 0.0
H 4.015 5.374 -0.891 0.0 0.0 0.0
H 3.494 7.267 -2.401 0.0 0.0 0.0
H 1.318 8.427 -2.202 0.0 0.0 0.0
H -0.373 7.695 -0.576 0.0 0.0 0.0
H -1.142 6.220 1.082 0.0 0.0 0.0
H 0.111 5.753 2.250 0.0 0.0 0.0
```
Positions in Å, forces in eV/Å.

Output
Calculated total energy   -259567.59500 eV
LUMO (alpha / beta)   -3.18 / -6.04 eV
Total charge   +1
Multiplicity   5
HOMO (alpha / beta)   -9.9 / -9.9 eV
Energy above the lowest of the compared OMol25 structures with the same formula, charge and spin   21.3 kJ/mol
M   1225.6 g/mol

The following is a quantum chemistry calculation of a structure of composition C44H30CsN9O10 at a distorted geometry, from OMol25.

Geometry as XYZ:
```
94
Properties=species:S:1:pos:R:3:forces:R:3
Cs 12.843 13.311 10.336 0.3 -0.4 0.2
C 13.462 17.677 11.540 0.5 0.4 1.5
C 13.183 17.641 12.911 0.1 0.2 -0.7
C 12.140 16.845 13.346 -0.6 -0.4 -0.1
C 11.406 16.086 12.425 1.8 0.7 -1.2
N 11.777 16.051 11.102 -1.0 0.0 1.6
C 12.785 16.821 10.715 -0.2 -0.5 -0.9
C 10.319 15.196 12.868 -0.7 0.0 -0.5
C 9.347 15.630 13.769 0.4 -0.2 0.6
C 8.362 14.707 14.145 -0.7 1.6 1.5
C 8.361 13.436 13.646 0.9 -0.5 -0.6
C 9.328 13.110 12.652 -0.3 2.7 0.8
N 10.255 14.018 12.254 -0.8 -1.2 0.7
C 9.178 11.928 11.850 0.4 -1.8 -1.8
C 8.156 10.995 12.095 0.7 0.2 1.1
C 8.080 9.908 11.267 -1.3 -1.5 -0.6
C 8.890 9.802 10.142 0.4 0.0 -0.3
C 9.844 10.793 9.922 0.2 0.5 0.7
N 10.020 11.799 10.788 -1.1 0.0 0.4
H 14.273 18.265 11.150 0.2 0.0 0.0
H 13.786 18.197 13.626 -0.1 0.0 -0.2
H 11.905 16.754 14.397 0.0 0.1 0.1
H 13.132 16.695 9.685 -0.3 0.1 0.2
H 9.492 16.617 14.234 -0.5 -0.5 -0.3
H 7.554 15.004 14.891 1.2 -0.4 -1.0
H 7.643 12.727 14.042 0.1 0.0 -0.3
H 7.557 11.027 13.025 0.3 0.1 -0.9
H 7.292 9.126 11.454 1.0 0.8 -0.2
H 8.846 8.956 9.460 -0.2 0.2 0.2
H 10.531 10.825 9.059 -0.4 -0.4 0.5
O 19.856 9.512 8.718 1.0 0.6 -0.1
C 18.586 9.431 9.148 -1.8 -0.3 -0.1
O 17.825 8.565 8.749 1.5 0.9 0.2
C 18.220 10.481 10.153 0.6 -1.4 0.8
C 18.626 10.241 11.472 0.4 0.3 -0.5
C 18.318 11.176 12.442 -0.9 -0.1 0.8
C 17.476 12.280 12.165 1.7 -1.2 -4.1
C 17.190 12.562 10.746 0.1 -0.3 2.9
C 17.527 11.618 9.819 -0.3 0.5 -1.3
N 17.116 13.053 13.199 -1.4 2.6 1.6
C 16.755 14.280 13.040 1.3 -1.7 -0.4
C 16.403 15.073 14.192 0.4 1.8 -0.3
C 17.051 16.324 14.301 0.0 -0.3 -0.3
C 16.834 17.075 15.437 -0.3 -0.3 0.7
C 15.815 16.672 16.318 -0.5 -1.8 -1.1
C 15.102 15.468 16.008 1.7 1.1 0.1
N 15.479 14.650 15.007 -1.6 0.1 1.6
H 20.275 10.339 9.077 -0.7 -1.1 -0.3
H 19.216 9.349 11.731 -0.3 0.4 -0.2
H 18.630 10.974 13.486 -0.4 0.3 -0.7
H 16.670 13.468 10.444 -0.2 -0.1 0.1
H 17.250 11.787 8.770 0.0 -0.1 0.4
H 16.854 14.875 12.135 -0.1 -0.3 -0.5
H 17.710 16.631 13.477 -0.1 -0.1 0.5
H 17.486 17.904 15.702 -0.3 0.2 -0.3
H 15.571 17.190 17.223 0.0 0.4 0.3
H 14.296 15.142 16.657 0.0 -0.1 -0.1
O 14.473 10.526 11.878 -0.3 0.6 -0.1
C 14.532 9.337 11.504 0.1 -0.5 -0.1
C 14.466 8.257 12.483 0.3 0.4 0.4
C 14.660 6.942 12.174 -0.1 0.3 -1.1
C 14.927 6.573 10.831 0.0 -0.4 0.5
C 14.994 7.551 9.868 0.2 0.3 -0.4
C 14.729 8.900 10.126 -0.2 0.5 -0.4
C 14.667 9.853 8.975 0.7 -1.6 0.1
N 14.162 11.062 8.933 -0.4 -0.4 0.7
C 14.336 11.536 7.683 1.4 -0.9 -1.8
C 15.034 10.604 6.906 -0.8 0.2 0.1
N 15.159 9.477 7.717 0.0 0.9 1.2
H 14.390 8.569 13.536 -0.2 -0.1 -0.5
H 14.604 6.204 12.951 0.1 -0.4 0.3
H 15.094 5.545 10.528 0.1 -0.1 0.2
H 15.373 7.248 8.879 -0.6 0.1 0.4
H 14.042 12.535 7.405 0.0 0.2 -0.1
H 15.333 10.582 5.851 -0.2 0.1 0.7
H 15.798 8.682 7.625 -0.4 0.8 -0.1
O 15.155 14.817 9.676 0.1 0.5 -1.7
C 15.127 15.379 8.513 -0.3 0.3 1.9
O 14.278 15.164 7.610 1.0 0.3 0.5
C 16.220 16.487 8.381 -0.2 -0.3 -0.2
C 16.632 16.991 7.176 -0.5 -0.4 1.6
C 17.765 17.803 7.160 0.6 1.0 -2.3
C 18.725 17.926 8.145 0.1 -0.1 0.8
C 18.338 17.315 9.308 1.6 -0.4 1.6
C 16.963 17.022 9.569 -1.6 -0.8 0.8
O 16.491 17.280 10.693 -0.1 -0.5 -0.9
N 19.239 17.166 10.505 -0.7 1.2 -0.3
O 20.166 17.992 10.593 -0.6 -1.3 0.2
O 18.973 16.308 11.358 0.8 1.1 -1.2
N 18.006 18.502 5.932 0.5 0.2 0.7
O 19.091 19.112 5.864 -0.9 0.0 -1.0
O 17.135 18.496 5.055 1.0 0.3 0.1
H 16.111 16.826 6.254 -0.2 -0.3 -0.1
H 19.633 18.534 8.028 -0.5 -0.7 0.0
```
Positions in Å, forces in eV/Å.

Output
Calculated total energy   -80545.53432 eV
LUMO   3.01 eV
Total charge   -2
Multiplicity   1
HOMO   -1.5 eV
Energy above the lowest of the compared OMol25 structures with the same formula, charge and spin   19.4 kJ/mol
M   977.7 g/mol